[1]
C4H6O2 | the ωB97M-V functional and the def2-TZVPD basis

* highest occupied orbital energy (spin up / spin down): -7.44 / -7.58 eV
* net charge: 0
* gap between HOMO and LUMO (spin up / spin down): 7.2 / 7.6 eV
* spin multiplicity: 1
* ΔE to the lowest compared entry with this formula, charge and spin: 93.4 kcal/mol
* LUMO energy (spin up / spin down): -0.3 / 0.0 eV

Last column: Mulliken charge in e.
Geometry (Å):
O -0.86 0.14 1.74  -0.58
C -0.02 -0.68 -0.25  0.05
C -0.07 0.68 -0.91  -0.24
C -0.70 -0.82 0.96  0.07
H -1.04 0.97 -1.31  0.23
H -0.23 2.12 0.79  0.24
H 0.68 0.64 -1.71  0.24
H -1.16 -1.80 1.19  0.38
C 0.37 1.39 0.26  -0.47
H 1.41 1.29 0.58  0.26
O 0.55 -1.70 -0.97  -0.51
H 1.08 -2.25 -0.38  0.33



[2]
C3F4O2 | the ωB97M-V functional and the def2-TZVPD basis

* highest occupied orbital energy: -9.87 eV
* net charge: 0
* gap between HOMO and LUMO: 10.2 eV
* spin multiplicity: 1
* SMILES: FC(F)=C(F)F.O=C=O
* ΔE to the lowest compared entry with this formula, charge and spin: 5.0 kcal/mol
* LUMO energy: 0.3 eV

Last column: Mulliken charge in e.
Geometry (Å):
F -2.13 1.06 -0.81  -0.21
O 1.93 -0.14 -0.89  -0.38
C -1.30 -0.84 0.18  0.41
C -1.59 0.45 0.24  0.43
C 2.82 0.46 -0.42  0.72
O 3.80 0.87 0.04  -0.34
F -0.80 -1.42 1.27  -0.21
F -1.19 1.16 1.26  -0.20
F -1.55 -1.61 -0.88  -0.22



[3]
C4H13N3 | the ωB97M-V functional and the def2-TZVPD basis

* highest occupied orbital energy: -7.99 eV
* net charge: 0
* gap between HOMO and LUMO: 9.1 eV
* spin multiplicity: 1
* SMILES: C[C@H](N)N[C@@H](C)N
* ΔE to the lowest compared entry with this formula, charge and spin: 33.9 kcal/mol
* LUMO energy: 1.1 eV

Last column: Mulliken charge in e.
Geometry (Å):
C 0.01 2.51 0.55  -1.39
N -0.26 0.08 0.70  -0.43
H 0.77 2.49 1.33  0.34
H -1.53 -1.02 -1.47  0.33
H 1.35 1.36 -1.91  0.21
H -0.34 -2.45 1.67  0.24
C -0.08 1.17 -0.15  0.18
H -2.11 -1.75 0.02  0.31
N 1.30 0.80 -1.07  -0.72
H 0.92 -0.80 -0.72  0.58
H -0.94 2.74 1.03  0.34
C 0.00 -1.23 0.06  0.30
H -0.82 1.16 -0.94  0.32
H 0.24 3.29 -0.17  0.36
H 0.34 0.14 1.52  0.28
H -1.10 -2.69 -1.09  0.38
H 0.91 -2.94 0.72  0.25
N 0.44 -2.13 1.11  -0.68
H 2.14 0.99 -0.52  0.19
C -1.26 -1.70 -0.67  -1.37



[4]
C23H17Cl2I2N5O3RuS | the ωB97M-V functional and the def2-TZVPD basis

* highest occupied orbital energy (spin up / spin down): -9.61 / -9.61 eV
* net charge: +1
* gap between HOMO and LUMO (spin up / spin down): 5.5 / 5.4 eV
* spin multiplicity: 2
* ΔE to the lowest compared entry with this formula, charge and spin: 30.8 kcal/mol
* LUMO energy (spin up / spin down): -4.1 / -4.2 eV

Last column: Mulliken charge in e.
Geometry (Å):
N 1.80 -3.07 1.84  0.07
O 2.09 0.10 -0.05  -0.25
O -2.09 -0.02 -0.13  -0.69
C 0.15 3.52 -0.23  0.39
I -5.24 -0.08 -0.18  0.08
C 2.46 0.22 2.33  0.55
H 4.50 0.36 3.00  0.45
C 0.76 -0.14 -2.89  -0.29
H 1.30 -0.18 -4.96  0.43
C -3.83 -0.05 -1.73  -0.56
H -0.63 6.17 1.35  0.32
C 3.47 0.26 3.31  -1.10
H 1.77 -0.23 -2.50  0.51
C 3.17 0.17 4.66  0.30
H 0.97 -3.29 2.38  0.33
O 0.09 0.07 1.95  -0.48
C 1.08 0.09 2.76  0.47
C 1.65 -2.73 0.51  0.37
N 2.69 -2.50 -0.26  -0.38
H -1.72 5.83 -0.01  0.32
C 4.13 -2.88 1.62  -0.52
N -0.21 -0.06 -1.99  0.30
C 0.84 -0.03 4.16  0.38
C 3.04 -3.14 2.40  -0.27
H 3.88 0.50 0.76  0.43
Ru -0.03 0.02 0.02  0.74
H -5.25 -0.06 -3.32  0.38
C -4.20 -0.04 -3.06  -0.24
C 2.82 0.29 0.96  -0.53
H 3.10 -3.41 3.44  0.48
N 0.20 2.38 -0.41  -0.30
H 4.72 -2.41 -0.42  0.46
H 1.63 -0.07 6.15  0.50
C -1.50 -0.02 -2.40  -0.02
C 0.97 5.68 -0.80  -0.92
C -0.81 -0.04 -4.71  -0.55
S 0.07 -2.66 -0.12  -0.39
Cl -0.79 -0.22 4.66  -0.15
H 5.13 -2.93 2.02  0.48
H 0.41 6.16 -1.61  0.32
C -1.00 5.39 0.69  -0.91
C -2.48 -0.02 -1.35  1.13
H 1.36 6.46 -0.15  0.31
H 1.80 5.12 -1.22  0.33
H -1.50 4.63 1.28  0.33
C 3.91 -2.57 0.27  -0.16
I -3.92 0.08 -6.06  0.07
C -3.25 0.00 -4.07  -0.21
C 1.86 0.01 5.10  -0.65
N 0.11 4.80 -0.04  -0.01
C 0.49 -0.12 -4.26  -1.11
C -1.87 -0.01 -3.77  0.43
Cl 4.44 0.24 5.81  -0.20
H -1.02 -0.01 -5.77  0.24



[5]
C4H3BrN2O6S | the ωB97M-V functional and the def2-TZVPD basis

* highest occupied orbital energy: -10.51 eV
* net charge: 0
* gap between HOMO and LUMO: 8.8 eV
* spin multiplicity: 1
* SMILES: O=C([N+](=O)[O-])S(=O)(=O)C[C@@H](Br)C#[N+][O-]
* ΔE to the lowest compared entry with this formula, charge and spin: 0.0 kcal/mol
* LUMO energy: -1.7 eV

Last column: Mulliken charge in e.
Geometry (Å):
O -0.48 1.54 -2.14  -0.55
O 1.18 0.54 1.80  -0.44
O 3.17 0.91 1.08  -0.56
C -1.59 0.51 0.05  -0.75
H -2.27 -1.52 0.27  0.42
O 0.09 2.53 0.05  -0.61
H -1.51 0.84 1.01  0.51
C -0.23 -1.51 0.26  0.21
N 2.00 0.70 0.94  0.98
O 2.10 0.15 -1.41  -0.38
H -2.56 0.94 -0.16  0.47
C 1.40 0.40 -0.48  0.21
S -0.22 1.39 -0.75  1.15
O 1.44 -2.65 1.36  -0.66
N 0.63 -2.14 0.68  0.65
Br -1.68 -1.63 -2.26  -0.04
C -1.46 -0.99 -0.30  -0.59



[6]
C11H19N5O3 | the ωB97M-V functional and the def2-TZVPD basis

* highest occupied orbital energy: -7.67 eV
* net charge: 0
* gap between HOMO and LUMO: 8.0 eV
* spin multiplicity: 1
* LUMO energy: 0.3 eV

Last column: Mulliken charge in e.
Geometry (Å):
N 0.81 -0.61 -1.59  -0.50
C 0.17 -1.05 -2.66  0.60
H -3.48 -1.46 2.42  0.35
H 1.16 1.45 -0.85  0.14
N 0.03 0.39 0.74  -0.04
C 1.97 -2.43 -2.84  -0.67
H 2.20 -3.37 -3.32  0.28
H 0.93 -0.50 2.39  0.48
H 2.01 -2.52 -1.76  0.25
C 3.64 0.60 1.82  -1.37
H 2.67 -1.66 -3.15  0.28
H -2.19 0.69 2.58  0.34
H -4.48 -0.08 2.00  0.39
H -0.20 1.30 1.20  0.44
C -1.48 0.46 -2.68  1.08
O -1.49 2.84 -0.20  -0.71
H -1.39 -1.10 0.15  0.24
N -1.58 2.05 -1.14  0.63
C 2.23 1.12 1.70  -0.17
H -3.81 -1.10 0.71  0.36
H 1.93 1.62 2.64  0.38
C 1.29 -0.07 1.44  -0.87
O -2.78 2.03 -1.93  -0.22
H -2.58 1.09 0.91  0.28
N -2.74 1.04 -2.91  -0.62
H 3.75 -0.15 2.61  0.33
N -1.00 -0.65 -3.23  -0.70
C -2.39 0.26 1.58  0.06
H 3.93 0.15 0.86  0.35
H 2.09 1.83 0.88  0.29
C -0.78 1.11 -1.61  -0.27
C -3.60 -0.65 1.69  -1.46
C 0.39 0.60 -0.90  0.08
H 4.32 1.43 2.05  0.39
H -0.79 -1.17 1.83  0.43
H 1.73 -0.87 0.82  0.33
C -1.17 -0.50 1.04  -0.80
O 0.66 -2.12 -3.29  -0.39



[7]
C24H33O6V | the ωB97M-V functional and the def2-TZVPD basis

* highest occupied orbital energy (spin up / spin down): -1.75 / -1.27 eV
* net charge: -1
* gap between HOMO and LUMO (spin up / spin down): 3.8 / 3.3 eV
* spin multiplicity: 2
* LUMO energy (spin up / spin down): 2.0 / 2.0 eV

Last column: Mulliken charge in e.
Geometry (Å):
C 3.31 1.49 -1.49  -1.58
C 4.98 2.86 2.85  -0.68
H 1.30 1.06 -3.50  0.44
H 5.24 3.79 2.33  0.27
H -6.72 -0.64 -0.08  0.54
H 3.17 -0.64 0.78  0.51
C -3.42 0.05 -0.41  0.02
H 2.59 2.03 -2.11  0.40
C -6.48 -3.62 0.09  -0.67
H 2.27 1.32 1.77  0.60
V -3.99 -2.07 0.43  0.76
H 2.98 -0.72 -3.98  0.35
C -2.91 -2.42 2.40  -0.73
H -2.91 -1.71 3.21  0.38
H -0.02 -0.08 -3.21  0.45
C -5.00 -0.19 1.30  -0.20
O 4.16 4.24 -0.13  -0.24
C 4.62 2.01 0.62  0.00
C -4.69 -0.28 -1.00  -0.66
H -6.33 -4.64 0.47  0.21
C -3.62 0.10 1.02  -0.90
O 2.00 4.08 0.50  -0.62
H 1.18 1.62 0.37  0.40
H 0.43 1.09 -1.94  0.30
O 4.46 1.86 1.96  -0.31
C -5.65 -0.44 0.05  -0.81
H 4.18 3.05 3.57  0.27
H -3.90 -5.18 0.75  0.39
H -4.65 -3.76 2.92  0.37
C 2.17 1.24 0.68  -1.92
C 1.80 -0.60 -2.18  1.71
H -1.69 -4.06 -0.29  0.41
H 4.31 1.64 -1.89  0.33
C 0.82 0.44 -2.74  -1.96
C -3.43 -4.27 1.10  -1.03
H 3.84 -0.60 -1.41  0.52
H -6.93 -2.98 0.87  0.23
C 3.94 5.65 -0.17  -0.81
H 3.68 6.03 0.82  0.33
H -2.86 0.39 1.75  0.49
H -1.02 -1.94 1.26  0.18
C -2.25 -3.68 0.56  -0.34
O -5.24 -3.07 -0.33  -0.59
C -3.84 -3.51 2.24  0.02
C -1.92 -2.53 1.35  -0.22
H 1.62 -1.86 -3.93  0.41
H 4.88 6.07 -0.52  0.26
H 0.24 -0.60 0.34  0.08
H 5.85 2.43 3.35  0.26
H 3.13 5.87 -0.88  0.32
O 5.69 2.13 0.07  -0.63
C 2.40 -0.16 0.15  0.73
C 3.24 2.07 -0.06  2.93
H 3.08 -2.17 -2.95  0.41
H 1.33 -2.00 0.66  0.37
O 1.04 -1.51 -1.33  -0.51
H -7.13 -3.66 -0.80  0.19
C 1.19 -1.09 0.04  -1.09
C 2.94 0.02 -1.30  -0.04
H -2.50 0.31 -0.94  0.26
H -5.51 -0.08 2.26  0.33
H -4.91 -0.29 -2.07  0.40
C 2.41 -1.39 -3.33  -1.81
C 3.03 3.55 0.10  -0.47



[8]
C5H9N | the ωB97M-V functional and the def2-TZVPD basis

* highest occupied orbital energy: -11.47 eV
* net charge: 0
* gap between HOMO and LUMO: 12.4 eV
* spin multiplicity: 1
* SMILES: CCCCC#N
* ΔE to the lowest compared entry with this formula, charge and spin: 2.4 kcal/mol
* LUMO energy: 0.9 eV

Last column: Mulliken charge in e.
Geometry (Å):
H 0.39 0.03 1.69  0.33
C 1.78 0.37 0.08  -0.51
N 2.43 -0.71 -2.22  -0.42
H -2.24 -0.50 1.22  0.31
H -0.58 0.48 -1.18  0.33
H -0.90 1.46 0.24  0.30
C 2.15 -0.21 -1.22  0.24
C -2.04 -0.38 0.14  -1.25
H 1.74 1.46 -0.03  0.27
H 0.44 -1.27 0.50  0.34
H -2.91 0.11 -0.30  0.35
H -1.96 -1.38 -0.30  0.33
C -0.77 0.43 -0.10  -0.34
C 0.45 -0.18 0.61  -0.58
H 2.60 0.15 0.78  0.30



Question: What is the spin multiplicity in the sixth record?
Answer: 1